1.
{
  "formula": "C24H43N2OP3Sm",
  "method": "ωB97M-V/def2-TZVPD",
  "species": ["Sm", "P", "P", "P", "H", "C", "C", "H", "C", "C", "C", "C", "C", "C", "C", "C", "C", "H", "H", "H", "H", "H", "H", "H", "H", "H", "H", "H", "H", "H", "H", "H", "H", "H", "H", "H", "H", "H", "H", "H", "H", "H", "H", "H", "H", "H", "C", "C", "C", "C", "C", "C", "O", "H", "H", "H", "H", "H", "H", "N", "C", "N", "C", "C", "C", "C", "C", "C", "H", "H", "H", "H", "H", "H"],
  "xyz": [[-1.22, 1.07, -0.57], [-2.23, -2.24, 0.79], [0.82, -1.09, 2.20], [2.19, -2.06, -2.22], [-1.20, 3.83, -2.08], [-1.71, 3.24, -2.86], [-2.44, 2.15, -2.44], [-3.21, 2.30, -1.67], [-3.81, -1.95, 1.70], [-1.68, -3.65, 1.81], [-2.89, -3.32, -0.56], [2.41, -0.13, 2.16], [0.29, -0.46, 3.84], [1.49, -2.68, 2.84], [2.04, -2.35, -4.02], [1.48, -3.37, -1.05], [3.94, -1.65, -2.10], [-1.56, 3.57, -3.91], [-2.55, 1.30, -3.11], [-4.29, -1.05, 1.30], [-3.63, -1.83, 2.77], [-4.43, -2.86, 1.53], [-1.45, -3.36, 2.84], [-0.81, -4.15, 1.36], [-2.54, -4.36, 1.81], [-3.26, -2.68, -1.38], [-3.68, -3.99, -0.16], [-2.07, -3.95, -0.94], [3.08, -0.45, 2.99], [2.21, 0.95, 2.26], [2.92, -0.32, 1.19], [1.13, -0.60, 4.54], [-0.57, -1.04, 4.20], [0.03, 0.61, 3.79], [2.49, -2.50, 3.25], [1.56, -3.43, 2.05], [0.87, -3.07, 3.66], [2.55, -3.26, -4.30], [2.46, -1.59, -4.67], [1.00, -2.49, -4.33], [1.00, -4.25, -1.57], [0.76, -2.82, -0.34], [2.36, -3.72, -0.44], [4.47, -2.09, -2.98], [4.42, -2.05, -1.19], [4.24, -0.59, -2.11], [1.06, 0.99, -3.19], [2.15, 1.89, -3.23], [2.30, 2.65, -4.42], [1.78, 2.14, -5.63], [0.79, 1.17, -5.51], [0.45, 0.52, -4.34], [0.38, 0.85, -2.02], [1.58, -0.80, -1.79], [2.75, 2.00, -2.30], [2.80, 3.62, -4.42], [1.87, 2.53, -6.66], [0.30, 0.84, -6.40], [-0.22, -0.25, -4.11], [-3.08, 3.23, 2.52], [-2.71, 2.28, 1.62], [-1.36, 2.22, 1.52], [-0.85, 3.01, 2.55], [0.43, 3.00, 3.11], [0.59, 3.60, 4.37], [-0.53, 4.21, 4.99], [-1.81, 4.24, 4.40], [-1.93, 3.64, 3.17], [-4.06, 3.45, 2.76], [-3.38, 1.93, 0.81], [1.28, 2.58, 2.57], [1.55, 3.59, 4.90], [-0.39, 4.68, 5.97], [-2.71, 4.64, 4.85]],
  "mulliken_charge": [1.13, 0.72, 0.86, 1.06, 0.27, -0.35, -0.99, 0.72, -1.32, -1.31, -1.28, -1.02, -1.14, -1.39, -1.37, -0.55, -1.26, 0.27, 0.42, 0.33, 0.38, 0.42, 0.33, 0.33, 0.47, 0.38, 0.43, 0.34, 0.46, 0.04, 0.28, 0.45, 0.37, 0.14, 0.46, 0.25, 0.43, 0.48, 0.38, 0.42, 0.51, -0.26, 0.40, 0.43, 0.42, 0.36, 0.53, -0.58, -0.51, -0.61, -0.91, -0.27, -0.28, -0.20, 0.45, 0.45, 0.39, 0.50, 0.84, 0.03, -0.68, 0.16, 0.35, -0.45, -0.66, -0.57, -0.91, 0.66, 0.28, 0.31, 0.46, 0.46, 0.41, 0.45],
  "energy_ha": -2806.04775,
  "spin_multiplicity": 6,
  "total_charge": 3,
  "e_homo_ev": [-15.83, -15.87],
  "homo_lumo_gap_ha": [0.1960, 0.2393]
}

=====

2.
{
  "formula": "C27H47IrN5O4P2S5Sb",
  "method": "ωB97M-V/def2-TZVPD",
  "species": ["Ir", "C", "N", "C", "P", "O", "O", "P", "O", "N", "C", "C", "N", "C", "C", "N", "C", "C", "H", "H", "H", "H", "H", "H", "H", "H", "H", "H", "H", "H", "H", "H", "H", "H", "H", "H", "H", "H", "H", "H", "H", "H", "S", "Sb", "S", "S", "S", "O", "S", "C", "C", "C", "C", "C", "C", "C", "C", "C", "C", "C", "C", "C", "C", "H", "H", "H", "H", "H", "H", "H", "H", "H", "H", "H", "H", "H", "H", "C", "C", "C", "C", "C", "N", "H", "H", "H", "H", "H", "H", "H", "H", "H"],
  "xyz": [[0.30, -0.57, -0.58], [0.65, -5.62, -1.03], [0.73, -4.26, -0.51], [2.09, -3.77, -0.36], [-0.47, -3.73, 0.51], [-0.37, -2.31, 0.90], [-1.76, -3.96, -0.48], [-2.41, -2.63, -1.15], [-1.41, -1.80, -1.86], [-3.51, -3.25, -2.23], [-2.95, -3.83, -3.44], [-4.67, -3.96, -1.71], [-3.30, -1.87, 0.02], [-3.55, -2.55, 1.30], [-3.03, -0.44, 0.18], [-0.93, -4.67, 1.79], [-0.24, -4.41, 3.06], [-1.30, -6.06, 1.59], [1.11, -5.64, -2.02], [-0.39, -5.91, -1.13], [1.18, -6.34, -0.39], [2.58, -3.78, -1.34], [2.68, -4.36, 0.35], [2.06, -2.74, 0.00], [-2.09, -3.23, -3.74], [-3.70, -3.79, -4.23], [-2.64, -4.87, -3.31], [-5.08, -3.41, -0.87], [-4.43, -4.99, -1.40], [-5.43, -4.01, -2.50], [-3.66, -3.62, 1.14], [-4.48, -2.15, 1.72], [-2.74, -2.38, 2.01], [-2.98, 0.02, -0.80], [-2.08, -0.25, 0.71], [-3.84, 0.01, 0.75], [0.00, -3.36, 3.14], [0.68, -4.98, 3.16], [-0.92, -4.68, 3.88], [-1.82, -6.17, 0.65], [-1.98, -6.35, 2.40], [-0.43, -6.73, 1.62], [3.59, -3.53, 3.14], [3.27, -1.43, 4.08], [1.37, -0.40, 2.62], [2.25, -0.24, 0.82], [1.77, -2.16, 5.74], [-0.05, 1.90, -0.19], [1.10, 2.76, 0.25], [0.62, 4.42, -0.45], [1.22, 5.56, 0.31], [2.61, 5.71, 0.34], [3.19, 6.73, 1.07], [2.40, 7.61, 1.80], [1.02, 7.47, 1.76], [0.43, 6.45, 1.03], [0.78, 3.13, 2.02], [1.99, 3.62, 2.77], [3.25, 3.08, 2.52], [4.35, 3.48, 3.27], [4.21, 4.43, 4.27], [2.96, 4.97, 4.52], [1.86, 4.58, 3.76], [-0.47, 4.44, -0.46], [0.99, 4.39, -1.47], [3.23, 5.02, -0.22], [4.27, 6.83, 1.09], [2.85, 8.39, 2.38], [0.39, 8.16, 2.32], [-0.64, 6.35, 1.00], [0.48, 2.16, 2.42], [-0.05, 3.83, 2.08], [3.38, 2.34, 1.75], [5.32, 3.04, 3.07], [5.06, 4.74, 4.86], [2.83, 5.70, 5.30], [0.89, 5.01, 3.96], [0.47, 1.25, -5.69], [-0.42, 0.93, -4.49], [-1.17, 2.19, -4.03], [-1.42, -0.19, -4.84], [0.38, 0.47, -3.36], [0.96, 0.11, -2.42], [-0.15, 1.56, -6.53], [1.04, 0.37, -5.99], [1.17, 2.05, -5.45], [-1.88, 2.50, -4.79], [-0.47, 3.01, -3.85], [-1.70, 2.00, -3.09], [-2.11, 0.16, -5.61], [-1.98, -0.49, -3.96], [-0.89, -1.06, -5.21]],
  "mulliken_charge": [1.78, -1.08, 0.66, -0.51, -0.66, -0.40, 0.19, -0.02, -0.91, 0.05, -0.99, -0.90, 0.46, -1.01, -0.69, 0.64, -0.73, -1.00, 0.39, 0.29, 0.26, 0.22, 0.21, 0.00, 0.21, 0.38, 0.27, 0.24, 0.25, 0.36, 0.32, 0.41, 0.36, 0.17, 0.19, 0.42, 0.13, 0.30, 0.31, 0.26, 0.40, 0.27, -0.60, 0.40, -0.18, -0.48, -0.44, -0.64, 0.31, -1.23, 0.69, -0.21, -0.67, -0.42, -0.68, -0.38, -1.56, 0.89, 0.18, -1.02, -0.43, -0.72, -0.37, 0.42, 0.47, 0.37, 0.43, 0.41, 0.40, 0.37, 0.61, 0.46, 0.40, 0.45, 0.42, 0.40, 0.42, -1.85, 2.33, -1.48, -1.45, 0.02, -0.82, 0.41, 0.40, 0.41, 0.42, 0.35, 0.25, 0.48, 0.16, 0.40],
  "energy_ha": -4650.06935,
  "spin_multiplicity": 5,
  "relative_energy_kcal_mol": 51.31,
  "total_charge": 0,
  "e_homo_ev": [-6.11, -6.49],
  "homo_lumo_gap_ha": [0.2335, 0.1994]
}

=====

3.
{
  "formula": "C43H52Br2GaN4OP2S",
  "method": "ωB97M-V/def2-TZVPD",
  "species": ["Ga", "C", "C", "C", "P", "C", "C", "C", "C", "C", "C", "C", "C", "C", "C", "N", "C", "C", "C", "C", "C", "C", "C", "P", "C", "C", "C", "C", "C", "C", "H", "H", "H", "H", "H", "H", "H", "H", "H", "H", "H", "H", "H", "H", "H", "H", "H", "H", "H", "H", "H", "H", "H", "H", "H", "H", "H", "H", "H", "H", "H", "H", "H", "H", "H", "H", "H", "H", "H", "H", "C", "C", "C", "C", "C", "C", "Br", "C", "C", "Br", "C", "O", "C", "N", "H", "H", "H", "H", "H", "H", "N", "C", "N", "C", "C", "C", "C", "C", "C", "S", "H", "H", "H", "H", "H", "H"],
  "xyz": [[-0.51, -0.23, 0.13], [-0.40, -1.45, 4.98], [-1.21, -0.88, 3.81], [-1.97, -2.00, 3.10], [-0.28, 0.24, 2.61], [-0.54, 1.98, 3.30], [-1.10, 2.06, 4.72], [0.74, 2.81, 3.21], [1.50, -0.07, 2.64], [2.23, -0.13, 3.84], [3.55, -0.54, 3.89], [4.33, -0.54, 5.18], [4.11, -1.01, 2.70], [3.43, -0.93, 1.50], [2.14, -0.37, 1.41], [1.48, -0.20, 0.18], [2.20, 0.03, -1.00], [3.52, 0.52, -1.01], [4.23, 0.70, -2.17], [3.68, 0.40, -3.42], [4.48, 0.54, -4.69], [2.35, 0.03, -3.44], [1.60, -0.12, -2.27], [-0.19, -0.39, -2.34], [-0.91, 1.15, -3.09], [-2.43, 0.97, -3.25], [-0.26, 1.75, -4.33], [-0.49, -1.85, -3.46], [-0.59, -1.55, -4.96], [0.57, -2.91, -3.19], [-1.02, -2.17, 5.51], [-0.11, -0.68, 5.70], [0.49, -1.96, 4.64], [-1.97, -0.21, 4.21], [-1.32, -2.85, 2.88], [-2.44, -1.66, 2.18], [-2.76, -2.37, 3.76], [-1.28, 2.41, 2.62], [-0.42, 1.59, 5.44], [-2.08, 1.60, 4.82], [-1.20, 3.11, 4.99], [1.44, 2.52, 4.00], [0.50, 3.86, 3.34], [1.26, 2.69, 2.26], [1.74, 0.17, 4.76], [3.94, 0.19, 5.88], [5.38, -0.31, 4.99], [4.29, -1.52, 5.66], [5.10, -1.44, 2.72], [3.89, -1.32, 0.61], [3.99, 0.80, -0.07], [5.25, 1.09, -2.12], [5.48, 0.12, -4.57], [4.59, 1.59, -4.97], [3.99, 0.02, -5.52], [1.88, -0.13, -4.39], [-0.76, 1.86, -2.28], [-2.68, 0.37, -4.12], [-2.91, 1.95, -3.38], [-2.87, 0.49, -2.37], [-0.36, 1.12, -5.21], [0.80, 1.95, -4.16], [-0.74, 2.71, -4.55], [-1.46, -2.23, -3.13], [0.35, -1.17, -5.36], [-1.39, -0.85, -5.19], [-0.82, -2.49, -5.48], [1.54, -2.61, -3.61], [0.28, -3.85, -3.66], [0.72, -3.09, -2.12], [1.54, 2.95, -0.41], [0.08, 3.17, -0.12], [-0.40, 4.50, -0.06], [-1.72, 4.76, 0.11], [-2.62, 3.68, 0.25], [-4.02, 3.81, 0.44], [-4.82, 5.53, 0.47], [-4.81, 2.71, 0.61], [-4.24, 1.43, 0.56], [-5.33, -0.10, 0.78], [-2.89, 1.23, 0.33], [-2.37, 0.03, 0.22], [-2.06, 2.38, 0.20], [-0.73, 2.14, 0.01], [2.11, 3.85, -0.21], [1.67, 2.69, -1.46], [1.94, 2.13, 0.18], [0.31, 5.31, -0.17], [-2.09, 5.77, 0.13], [-5.87, 2.82, 0.77], [1.01, -3.33, 1.46], [0.09, -3.42, 0.50], [-0.76, -2.48, 0.14], [-1.76, -3.04, -0.70], [-2.91, -2.40, -1.14], [-3.80, -3.09, -1.95], [-3.56, -4.41, -2.32], [-2.44, -5.07, -1.86], [-1.56, -4.38, -1.04], [-0.14, -4.98, -0.24], [1.22, -2.44, 1.88], [1.71, -4.05, 1.55], [-3.11, -1.38, -0.84], [-4.70, -2.59, -2.29], [-4.26, -4.93, -2.96], [-2.26, -6.11, -2.09]],
  "mulliken_charge": [-0.25, -1.63, 0.52, -1.31, 1.57, 1.50, -1.41, -1.81, 0.46, -0.60, 0.40, -1.67, -1.34, -0.50, -0.76, 0.65, -0.64, 0.09, -1.43, 0.45, -1.64, -0.69, -0.02, 1.34, 1.62, -1.38, -1.64, 1.73, -1.44, -1.45, 0.48, 0.23, 0.32, 0.46, 0.33, 0.05, 0.63, -0.43, 0.26, 0.38, 0.46, 0.44, 0.46, 0.24, 0.52, 0.40, 0.42, 0.30, 0.44, 0.75, 0.63, 0.45, 0.40, 0.31, 0.41, 0.25, -0.82, 0.30, 0.41, 0.21, 0.25, 0.40, 0.48, -0.36, 0.22, 0.33, 0.48, 0.39, 0.41, 0.16, -0.50, 0.55, -1.40, -1.44, 1.07, 0.03, -0.21, -0.30, 0.30, -0.16, -0.18, 0.11, -0.73, 0.82, 0.65, 0.18, -0.34, 0.59, 0.41, 0.52, -0.04, 0.17, 0.82, -1.00, -0.15, -0.93, -0.84, -0.37, 1.01, -0.32, -0.33, 0.30, 0.17, 0.52, 0.42, 0.46],
  "energy_ha": -10117.71953,
  "total_charge": 1,
  "e_homo_ev": -9.75,
  "homo_lumo_gap_ha": 0.2662
}

=====

4.
{
  "formula": "C34H57IN2O13P",
  "method": "ωB97M-V/def2-TZVPD",
  "species": ["O", "C", "C", "C", "C", "C", "C", "O", "C", "O", "C", "C", "C", "C", "C", "C", "C", "C", "N", "C", "C", "C", "C", "P", "O", "I", "N", "C", "C", "C", "C", "C", "C", "H", "H", "H", "H", "H", "H", "H", "H", "H", "H", "H", "H", "H", "H", "H", "H", "H", "H", "H", "H", "H", "C", "O", "H", "H", "H", "H", "C", "O", "H", "H", "H", "H", "C", "O", "H", "H", "H", "H", "C", "O", "H", "H", "H", "H", "C", "O", "H", "H", "H", "H", "C", "O", "H", "H", "H", "H", "C", "O", "H", "H", "H", "H", "C", "O", "H", "H", "H", "H", "C", "O", "H", "H", "H", "H"],
  "xyz": [[6.49, 1.39, 2.56], [5.72, 0.48, 2.77], [4.26, 0.72, 3.06], [3.75, 2.12, 2.71], [2.82, 2.12, 1.52], [1.44, 2.02, 1.86], [0.48, 1.97, 0.90], [-0.85, 1.91, 1.14], [-1.34, 0.86, 1.96], [-0.95, 0.73, 3.08], [-2.33, 0.04, 1.23], [-1.97, -0.52, 0.02], [-2.88, -1.27, -0.70], [-4.15, -1.44, -0.19], [-4.51, -0.90, 1.03], [-3.60, -0.15, 1.75], [0.86, 2.02, -0.47], [-0.12, 1.97, -1.45], [0.22, 2.03, -2.72], [1.51, 2.17, -3.12], [2.50, 2.22, -2.21], [2.23, 2.13, -0.82], [3.23, 2.18, 0.20], [5.06, 2.40, -0.02], [5.06, 3.82, -0.83], [5.74, 0.77, -1.73], [6.16, -0.83, 2.95], [5.79, -1.86, 2.03], [6.41, -3.09, 2.19], [6.11, -4.14, 1.35], [5.18, -4.00, 0.34], [4.56, -2.77, 0.18], [4.86, -1.71, 1.01], [4.16, 0.56, 4.13], [3.62, -0.04, 2.60], [4.57, 2.83, 2.60], [3.16, 2.46, 3.55], [1.15, 1.99, 2.89], [-0.96, -0.39, -0.36], [-2.57, -1.69, -1.64], [-4.87, -2.02, -0.75], [-5.51, -1.05, 1.41], [-3.87, 0.28, 2.70], [-1.16, 1.86, -1.21], [-0.50, 1.96, -3.43], [1.70, 2.23, -4.18], [3.50, 2.33, -2.59], [4.55, 3.82, -1.64], [7.17, -0.78, 2.98], [7.14, -3.22, 2.98], [6.62, -5.09, 1.47], [4.95, -4.82, -0.32], [3.83, -2.65, -0.61], [4.38, -0.76, 0.82], [-8.10, -0.64, 0.26], [-8.02, -1.22, 1.56], [-7.09, -0.55, -0.13], [-8.69, -1.26, -0.41], [-8.55, 0.36, 0.31], [-8.93, -1.28, 1.89], [-11.41, -2.88, -1.66], [-10.44, -2.86, -0.61], [-11.70, -1.85, -1.86], [-11.00, -3.31, -2.57], [-12.30, -3.44, -1.36], [-10.18, -3.76, -0.43], [8.20, 5.74, -2.27], [6.78, 5.72, -2.27], [8.51, 6.35, -3.11], [8.59, 6.19, -1.35], [8.62, 4.74, -2.39], [6.48, 5.18, -1.53], [-3.09, -0.41, -4.79], [-1.95, -0.86, -4.05], [-3.95, -0.49, -4.13], [-2.99, 0.64, -5.09], [-3.27, -1.02, -5.67], [-1.19, -0.81, -4.63], [9.82, 0.83, -2.82], [9.95, 0.36, -1.48], [10.81, 1.08, -3.17], [9.40, 0.06, -3.47], [9.19, 1.72, -2.86], [9.08, 0.13, -1.15], [-11.77, -0.17, 2.10], [-10.99, 0.32, 1.01], [-11.83, 0.61, 2.84], [-12.79, -0.42, 1.78], [-11.32, -1.06, 2.55], [-10.95, -0.37, 0.34], [2.76, -7.21, -0.08], [3.69, -6.98, -1.14], [2.59, -6.26, 0.42], [1.82, -7.59, -0.47], [3.17, -7.92, 0.64], [3.85, -7.82, -1.57], [-6.18, -1.81, 4.34], [-7.21, -2.79, 4.30], [-5.68, -1.90, 5.30], [-5.46, -1.97, 3.54], [-6.60, -0.80, 4.25], [-7.64, -2.70, 3.44], [1.29, 5.62, -1.16], [2.13, 5.83, -0.03], [0.82, 6.57, -1.39], [1.87, 5.29, -2.03], [0.51, 4.88, -0.93], [2.57, 5.00, 0.19]],
  "mulliken_charge": [-0.55, -0.02, -0.44, -1.61, -0.06, -0.98, -0.41, -0.40, 0.09, -0.48, 0.51, -0.36, -0.73, -0.77, -0.41, -0.57, 0.63, -0.80, 0.16, -1.29, -0.87, 1.41, 0.87, 0.37, -0.47, -0.14, -0.19, 0.16, -0.32, -0.72, -0.63, -1.24, 0.63, 0.49, 0.57, 0.67, 0.56, 0.62, 0.75, 0.51, 0.49, 0.51, 0.54, 0.78, 0.25, 0.46, 0.30, 0.43, 0.36, 0.46, 0.40, 0.65, 0.44, 0.17, -0.42, -0.48, 0.17, 0.12, 0.30, 0.28, -0.60, -0.43, 0.23, 0.28, 0.29, 0.26, -0.35, -0.47, 0.23, 0.26, 0.07, 0.30, -0.56, -0.44, 0.22, 0.27, 0.29, 0.27, -0.37, -0.48, 0.26, 0.25, 0.08, 0.27, -0.57, -0.48, 0.25, 0.28, 0.25, 0.25, -0.52, -0.49, 0.20, 0.27, 0.27, 0.29, -0.40, -0.54, 0.36, 0.09, 0.22, 0.31, -0.26, -0.54, 0.36, 0.16, 0.03, 0.32],
  "energy_ha": -3056.11799,
  "total_charge": 1,
  "e_homo_ev": -10.69,
  "homo_lumo_gap_ha": 0.2318
}